# 1
The following is a DFT calculation (ωB97M-V/def2-TZVPD) of C21H25N3O3 in the gas phase.

Each line ends with the natural charge from an NBO analysis.
Element x y z (Å)
C: -0.581 1.535 3.797  -0.60
H: 0.220 1.079 4.374  0.21
H: -1.146 2.182 4.464  0.21
H: -1.249 0.758 3.433  0.21
C: -0.027 2.362 2.634  -0.08
C: 0.748 1.518 1.638  0.02
C: 1.250 2.112 0.482  -0.16
C: 1.876 1.369 -0.499  -0.24
C: 2.022 -0.009 -0.345  -0.17
C: 1.607 -0.595 0.842  -0.15
C: 0.974 0.158 1.813  -0.21
H: 0.647 -0.344 2.708  0.22
H: 1.763 -1.653 0.985  0.24
C: 2.575 -0.885 -1.410  0.65
O: 3.411 -1.746 -1.234  -0.59
N: 2.078 -0.658 -2.664  -0.46
N: 0.935 0.087 -2.963  -0.45
C: 0.084 -0.321 -3.933  0.65
O: 0.306 -1.292 -4.629  -0.64
C: -1.154 0.549 -4.042  -0.48
H: -0.968 1.530 -3.604  0.22
H: -1.410 0.666 -5.095  0.24
C: -2.319 -0.137 -3.308  -0.48
H: -2.615 -1.037 -3.847  0.22
H: -3.166 0.548 -3.261  0.24
C: -1.899 -0.482 -1.883  0.68
O: -1.983 0.311 -0.969  -0.62
N: -1.386 -1.735 -1.775  -0.64
C: -0.920 -2.383 -0.620  0.22
C: -1.340 -2.020 0.654  -0.26
C: -0.886 -2.731 1.751  -0.19
C: -0.009 -3.790 1.592  -0.24
C: 0.415 -4.146 0.322  -0.20
C: -0.042 -3.452 -0.781  -0.26
H: 0.282 -3.733 -1.774  0.22
H: 1.103 -4.967 0.188  0.22
H: 0.343 -4.338 2.453  0.22
H: -1.226 -2.455 2.738  0.21
H: -2.014 -1.189 0.778  0.25
H: -1.227 -2.246 -2.634  0.41
H: 0.674 0.760 -2.253  0.43
H: 2.301 -1.325 -3.398  0.43
H: 2.283 1.866 -1.370  0.22
H: 1.144 3.175 0.330  0.20
C: -1.211 3.006 1.897  -0.60
H: -1.787 2.245 1.376  0.23
H: -1.862 3.514 2.606  0.21
H: -0.874 3.736 1.166  0.20
C: 0.894 3.449 3.207  -0.59
H: 0.345 4.067 3.914  0.21
H: 1.284 4.092 2.424  0.21
H: 1.735 2.994 3.726  0.21

Values from the calculation:
E_HOMO = -8.75 eV
Total energy = -1205.26194 hartree
Gap between HOMO and LUMO = 9.397 eV
Lowest unoccupied orbital energy = 0.65 eV
Charge = 0



# 2
The following is a DFT calculation (ωB97M-V/def2-TZVPD) of C21H25N3O4 in the gas phase.

Each line ends with the natural charge from an NBO analysis.
Element x y z (Å)
C: 5.946 3.687 -0.071  -0.62
C: 5.971 2.286 -0.651  -0.07
H: 5.707 2.291 -1.714  0.18
H: 6.959 1.825 -0.547  0.20
O: 5.015 1.486 0.052  -0.52
C: 5.089 0.163 -0.128  0.81
O: 5.905 -0.373 -0.827  -0.59
C: 3.997 -0.542 0.654  -0.32
H: 3.957 -0.101 1.655  0.22
C: 2.647 -0.279 -0.042  -0.20
N: 1.592 -0.942 0.680  -0.44
C: 0.435 -0.406 1.110  0.70
O: -0.432 -1.079 1.644  -0.65
C: 0.197 1.086 0.888  -0.50
C: -0.281 1.326 -0.551  -0.22
N: -1.331 0.382 -0.879  -0.21
N: -2.529 0.703 -0.443  -0.18
C: -3.527 -0.122 -0.590  0.12
C: -3.326 -1.400 -1.191  -0.18
C: -2.093 -1.728 -1.637  -0.23
C: -0.986 -0.810 -1.502  0.59
O: 0.158 -1.006 -1.884  -0.65
H: -1.873 -2.687 -2.080  0.23
H: -4.145 -2.099 -1.254  0.23
C: -4.832 0.317 -0.085  0.01
C: -6.020 -0.149 -0.644  -0.22
C: -7.239 0.280 -0.150  -0.21
C: -7.288 1.174 0.906  -0.21
C: -6.111 1.647 1.463  -0.20
C: -4.892 1.225 0.971  -0.20
H: -3.968 1.580 1.399  0.23
H: -6.146 2.346 2.285  0.21
H: -8.242 1.503 1.292  0.21
H: -8.154 -0.085 -0.593  0.21
H: -5.997 -0.830 -1.482  0.21
H: -0.686 2.334 -0.653  0.22
H: 0.525 1.163 -1.270  0.24
H: -0.606 1.369 1.571  0.24
H: 1.076 1.690 1.108  0.22
C: 1.774 -2.379 0.750  -0.23
C: 3.082 -2.714 1.459  -0.40
C: 4.251 -2.045 0.744  -0.40
H: 5.186 -2.233 1.274  0.22
H: 4.355 -2.445 -0.265  0.22
H: 3.218 -3.796 1.474  0.21
H: 3.031 -2.363 2.492  0.20
H: 0.918 -2.793 1.286  0.25
H: 1.782 -2.777 -0.271  0.20
H: 2.478 0.794 -0.094  0.22
H: 2.676 -0.681 -1.063  0.22
H: 6.664 4.311 -0.596  0.22
H: 4.955 4.120 -0.177  0.21
H: 6.204 3.662 0.984  0.21

Values from the calculation:
E_HOMO = -8.39 eV
Total energy = -1280.49421 hartree
Gap between HOMO and LUMO = 8.562 eV
Lowest unoccupied orbital energy = 0.17 eV
Charge = 0



# 3
The following is a DFT calculation (ωB97M-V/def2-TZVPD) of C21H25N3O5 in the gas phase.

Each line ends with the natural charge from an NBO analysis.
Element x y z (Å)
C: -6.179 -0.725 -0.384  -0.62
C: -4.793 -0.315 -0.854  -0.06
O: -4.267 0.585 0.099  -0.51
C: -3.015 1.091 -0.092  0.27
C: -2.172 0.765 -1.149  -0.25
C: -0.921 1.346 -1.236  -0.23
C: -0.486 2.263 -0.285  0.12
C: -1.326 2.582 0.780  -0.22
C: -2.571 1.999 0.871  -0.24
H: -3.231 2.240 1.689  0.22
H: -0.996 3.285 1.526  0.25
N: 0.779 2.831 -0.464  -0.61
C: 1.480 3.641 0.365  0.68
O: 1.096 4.055 1.439  -0.62
C: 2.864 3.989 -0.187  -0.48
H: 3.173 4.933 0.260  0.24
H: 2.825 4.097 -1.271  0.23
C: 3.880 2.903 0.185  -0.49
C: 3.594 1.602 -0.533  0.67
O: 2.974 1.504 -1.580  -0.67
N: 4.096 0.508 0.073  -0.43
N: 3.820 -0.756 -0.437  -0.44
C: 4.165 -1.864 0.247  0.63
O: 4.848 -1.829 1.251  -0.63
C: 3.634 -3.144 -0.394  -0.16
O: 2.431 -2.957 -1.096  -0.50
C: 1.286 -2.721 -0.365  0.26
C: 1.256 -2.470 0.999  -0.26
C: 0.042 -2.256 1.631  -0.19
C: -1.156 -2.289 0.933  -0.03
C: -1.107 -2.526 -0.436  -0.19
C: 0.093 -2.736 -1.082  -0.24
H: 0.131 -2.928 -2.143  0.22
H: -2.025 -2.563 -1.005  0.21
C: -2.461 -2.068 1.635  -0.63
H: -2.380 -2.324 2.689  0.22
H: -3.248 -2.671 1.187  0.21
H: -2.753 -1.021 1.564  0.23
H: 0.034 -2.066 2.694  0.21
H: 2.161 -2.444 1.586  0.22
H: 3.543 -3.912 0.383  0.21
H: 4.359 -3.488 -1.139  0.22
H: 3.200 -0.751 -1.240  0.44
H: 4.593 0.482 0.954  0.43
H: 4.883 3.232 -0.101  0.24
H: 3.870 2.740 1.264  0.23
H: 1.273 2.493 -1.285  0.43
H: -0.272 1.086 -2.060  0.21
H: -2.476 0.067 -1.912  0.21
H: -4.146 -1.199 -0.936  0.16
H: -4.851 0.169 -1.839  0.17
H: -6.114 -1.195 0.594  0.21
H: -6.619 -1.424 -1.089  0.21
H: -6.817 0.151 -0.303  0.22

Values from the calculation:
E_HOMO = -7.82 eV
Total energy = -1355.72764 hartree
Gap between HOMO and LUMO = 8.460 eV
Lowest unoccupied orbital energy = 0.64 eV
Charge = 0